Record 1
# C15H26Br30O3P2

A molecular structure, C15H26Br30O3P2 (the ωB97M-V functional and the def2-TZVPD basis, the OMol25 dataset).

Its spin multiplicity is 1. The total charge is 0. For the frontier orbital gap, the calculation gives 0.251 Eh.

Last column: Mulliken charge in e.
Cartesian coordinates (Å):
1 C 2.116061 -6.825114 -0.542143  -0.602
2 O 0.880051 -6.145227 -0.495594  -0.402
3 C 0.991765 -4.777174 -0.166721  -0.371
4 C -0.417811 -4.213645 -0.000742  -0.614
5 C -0.482314 -2.802361 0.619905  -0.802
6 C 0.038044 -1.682317 -0.299511  -0.635
7 P 1.780192 -1.081755 0.100228  -0.044
8 P 3.921665 -0.261555 0.526091  0.398
9 O 4.489831 -0.213825 -1.025933  -0.359
10 O 4.624949 -1.655307 1.108754  -0.507
11 H 2.933289 -6.167102 -0.887432  0.257
12 H 2.016061 -7.655536 -1.250466  0.214
13 H 2.384516 -7.226439 0.447068  0.282
14 H 1.570592 -4.636391 0.768095  0.358
15 H 1.545269 -4.251621 -0.969864  0.314
16 H -0.915821 -4.191564 -0.982156  0.277
17 H -0.973235 -4.918143 0.635706  0.345
18 H -1.530165 -2.603551 0.884848  0.315
19 H 0.071966 -2.793631 1.578240  0.419
20 H -0.598380 -0.786769 -0.203483  0.304
21 H -0.011096 -1.987850 -1.357791  0.477
22 H 1.300034 -0.171884 1.091922  0.060
23 H 2.198527 -2.351684 0.626405  -0.099
24 H 1.985921 -0.667430 -1.278249  0.000
25 H 4.376856 -1.036865 -1.517548  0.102
26 H 5.161501 -2.128076 0.466957  0.285
27 C 5.265517 -8.942025 -3.203881  -0.372
28 Br 4.689969 -7.306567 -4.039532  0.054
29 Br 6.304291 -8.596809 -1.622848  -0.019
30 Br 3.787765 -10.112772 -2.841848  -0.023
31 H 5.912454 -9.449276 -3.905891  0.380
32 C -1.106920 3.107276 -1.396733  -0.394
33 Br -2.438730 2.669643 -0.070530  0.007
34 Br 0.497321 2.093250 -1.091260  0.030
35 Br -1.749561 2.889594 -3.187102  -0.010
36 H -0.863361 4.152390 -1.264422  0.363
37 C 5.732112 2.763687 3.199506  -0.147
38 Br 4.114539 3.419855 2.394652  -0.011
39 Br 6.709633 1.596511 2.033763  -0.001
40 Br 6.828744 4.206867 3.831452  -0.036
41 H 5.446192 2.181865 4.065173  0.154
42 C 7.917030 2.798314 7.901492  -0.334
43 Br 9.463606 2.871762 6.765589  0.001
44 Br 7.524554 4.512128 8.673990  -0.001
45 Br 6.394472 2.085979 6.970241  0.013
46 H 8.141214 2.119652 8.712240  0.332
47 C 5.879366 -3.634501 -4.710644  -0.249
48 Br 7.448959 -3.359654 -5.776826  -0.002
49 Br 5.413524 -2.034774 -3.744560  0.084
50 Br 4.407725 -4.279881 -5.760680  -0.034
51 H 6.108071 -4.402463 -3.983418  0.243
52 C -6.306272 1.771688 -3.779431  -0.058
53 Br -5.241948 1.692788 -5.379338  0.002
54 Br -5.179454 1.891986 -2.224612  -0.033
55 Br -7.604627 3.178401 -3.872480  -0.025
56 H -6.848603 0.837565 -3.713537  0.084
57 C -4.496124 4.820904 2.535270  -0.154
58 Br -4.831980 2.958397 2.864840  0.005
59 Br -5.670868 5.945755 3.558271  -0.042
60 Br -2.656291 5.281879 2.851335  -0.058
61 H -4.702434 4.999063 1.487437  0.251
62 C -8.110458 5.177724 1.018199  0.141
63 Br -6.923267 4.212162 -0.149224  0.093
64 Br -8.414204 6.966947 0.389318  -0.007
65 Br -9.757331 4.223086 1.275644  -0.019
66 H -7.633753 5.257695 1.986128  -0.165
67 C -4.715748 10.074493 5.314683  -0.298
68 Br -3.450530 8.918048 4.453871  -0.010
69 Br -4.964526 11.709208 4.338337  -0.012
70 Br -6.392773 9.178003 5.618117  -0.053
71 H -4.314311 10.334921 6.283924  0.347
72 C -7.889895 -1.619539 -6.149826  -0.312
73 Br -6.920915 -1.448894 -7.797394  0.005
74 Br -6.700644 -1.845524 -4.656825  -0.016
75 Br -9.061336 -0.123692 -5.859820  -0.001
76 H -8.498496 -2.510289 -6.217361  0.336

Cartesian forces (eV/Å) of the 6 atoms listed first:
C 0.18 -0.01 -0.08
O 0.00 0.03 -0.09
C 0.00 0.26 0.11
C 0.05 0.11 0.11
C -0.03 -0.09 -0.02
C -0.24 -0.01 -0.03

---

Record 2
# C2H5BrN4O2

2 unconnected molecules or ions with the total composition C2H5BrN4O2 (the ωB97M-V functional and the def2-TZVPD basis, the OMol25 dataset).

Its spin multiplicity is 1. The total charge is 0. The calculation puts the energy relative to the best compared isomer or geometry (same formula, charge and spin) at 0.943 eV. For the frontier orbital gap (spin up / spin down), the calculation gives 0.265 / 0.265 Eh.

Last column: natural (NBO) charge in e.
Cartesian coordinates (Å):
1 C 1.243978 -1.263749 -0.145895  0.709
2 C -1.344760 1.479218 0.108005  0.699
3 N 1.363262 -1.143372 1.164951  -0.799
4 N -0.202205 1.857611 -0.479218  -0.845
5 N 0.222661 -0.758800 -0.805493  -0.599
6 N -1.422722 0.106712 0.339200  -0.421
7 O 1.951580 -2.007146 -0.809657  -0.619
8 O -2.224702 2.208679 0.515530  -0.587
9 Br -2.817312 -0.927257 -0.047135  0.372
10 H 0.870618 -0.605439 1.756164  0.396
11 H 1.934080 -1.794048 1.546030  0.396
12 H 0.430052 1.091648 -0.905333  0.456
13 H -0.098145 2.876300 -0.439863  0.417
14 H 0.093614 -1.120359 -1.797291  0.424

Cartesian forces (eV/Å) of the 6 atoms listed first:
C -0.29 -2.26 -0.26
C -0.16 0.69 -0.91
N 0.70 0.30 -1.64
N 0.89 -0.10 -0.45
N -3.52 2.68 -1.24
N 3.21 -2.62 -0.68

---

no.,energy (hartree)
1,-78715.793805
2,-3022.597444